No. 1
Here is a molecular structure, C33H33BrClN2O2PdSb in a non-equilibrium geometry from OMol25. Energies are from wB97M-V/def2-TZVPD.

As for the frontier orbital gap: 0.2147 Ha. The total charge is 0.

Last column: Mulliken charge in e.
Positions of all 74 atoms, in Å:
1 Pd -1.034 0.165 -0.871  0.027
2 C -4.459 -2.451 -1.175  -0.816
3 C -3.887 -3.575 -1.748  -0.892
4 C -2.547 -3.590 -2.078  -0.442
5 C -1.743 -2.475 -1.810  0.600
6 C -2.336 -1.325 -1.250  0.127
7 C -3.681 -1.319 -0.939  -0.074
8 C -0.330 -2.383 -2.091  0.847
9 C 0.479 -3.452 -2.499  -0.771
10 C 1.810 -3.255 -2.762  -1.175
11 C 2.348 -1.945 -2.702  1.636
12 C 3.668 -1.635 -3.054  -0.813
13 C 4.126 -0.334 -3.026  -0.744
14 C 3.263 0.698 -2.674  -0.526
15 C 1.952 0.431 -2.343  -0.536
16 C 1.480 -0.889 -2.305  -0.079
17 N 0.193 -1.129 -1.946  -0.010
18 H -5.506 -2.444 -0.910  0.435
19 H -4.497 -4.446 -1.940  0.394
20 H -2.123 -4.467 -2.549  0.360
21 H -4.158 -0.447 -0.508  0.345
22 H 0.046 -4.435 -2.593  0.388
23 H 2.451 -4.074 -3.048  0.455
24 H 4.320 -2.434 -3.369  0.421
25 H 5.145 -0.112 -3.304  0.415
26 H 3.614 1.719 -2.676  0.484
27 H 1.247 1.232 -2.150  0.500
28 Br 3.443 2.509 2.605  -0.173
29 C 3.158 3.500 1.019  0.176
30 C 4.039 4.540 0.759  -0.611
31 C 3.898 5.293 -0.393  -0.445
32 C 2.875 5.006 -1.284  -0.775
33 C 1.993 3.981 -1.005  -0.460
34 C 2.117 3.206 0.147  0.346
35 C 1.127 2.071 0.339  0.342
36 O 1.318 1.250 1.252  -0.028
37 O 0.182 2.049 -0.483  -0.783
38 H 4.834 4.751 1.457  0.420
39 H 4.578 6.109 -0.594  0.389
40 H 2.770 5.582 -2.193  0.390
41 H 1.185 3.754 -1.684  0.382
42 Cl -4.999 3.672 -2.217  -0.219
43 C -4.129 2.993 -0.893  -0.062
44 C -4.427 3.371 0.418  -0.320
45 C -3.695 2.762 1.442  -0.859
46 C -2.738 1.827 1.128  -0.331
47 N -2.474 1.457 -0.134  0.570
48 C -3.158 2.045 -1.137  -0.689
49 H -5.191 4.101 0.624  0.464
50 H -3.893 3.007 2.475  0.451
51 H -2.160 1.331 1.902  0.263
52 H -2.931 1.716 -2.147  0.560
53 C -1.652 -3.436 2.942  -1.354
54 C -1.687 -2.636 1.655  -0.587
55 Sb -0.266 -0.938 1.523  0.868
56 C -0.499 -0.320 3.625  -0.897
57 C 0.064 1.034 3.997  -0.956
58 C 1.494 -2.216 1.668  -0.875
59 C 2.814 -1.516 1.423  -0.795
60 H -2.347 -4.272 2.869  0.429
61 H -1.945 -2.831 3.797  0.289
62 H -0.659 -3.839 3.124  0.279
63 H -2.688 -2.244 1.475  0.385
64 H -1.441 -3.282 0.812  0.325
65 H -0.024 -1.109 4.206  0.614
66 H -1.575 -0.354 3.809  0.400
67 H 1.133 1.076 3.817  0.059
68 H -0.117 1.227 5.054  0.455
69 H -0.402 1.832 3.421  0.206
70 H 1.336 -3.016 0.942  0.412
71 H 1.456 -2.637 2.673  0.515
72 H 2.874 -1.163 0.394  0.065
73 H 3.641 -2.206 1.600  0.461
74 H 2.927 -0.662 2.087  0.146

No. 2
Here is 13 unconnected molecules or ions with the total composition C33H33Cl52FN5O5S in a non-equilibrium geometry from OMol25. Energies are from wB97M-V/def2-TZVPD.

As for the frontier orbital gap: 0.2075 Ha. The total charge is -1.

Last column: Mulliken charge in e.
Positions of all 130 atoms, in Å:
1 C 1.837 -0.684 -0.608  0.432
2 C 1.185 -1.972 -0.079  -0.042
3 N 0.042 -2.398 -0.887  1.515
4 C -0.537 -3.651 -0.337  -1.432
5 C -2.036 -3.747 -0.596  -1.873
6 N -2.712 -2.516 -0.228  1.851
7 C -2.853 -2.442 1.240  -1.859
8 C -2.040 -1.283 1.849  0.689
9 C -2.785 -0.010 2.246  1.335
10 C -1.799 1.189 2.271  -1.449
11 C -1.754 1.937 0.935  -1.074
12 C -0.790 1.276 -0.045  1.196
13 C -0.817 1.879 -1.445  -1.630
14 S 0.249 0.910 -2.548  0.287
15 C 1.696 1.849 -2.545  0.452
16 N 2.742 1.684 -3.301  -0.225
17 N 3.652 2.677 -2.933  -0.517
18 C 3.082 3.349 -1.995  -0.183
19 O 1.843 2.891 -1.677  -0.178
20 C -3.986 -2.340 -0.993  0.877
21 C -4.852 -1.202 -0.468  -1.252
22 N -4.319 0.129 -0.841  -0.314
23 C -3.561 -2.026 -2.460  0.090
24 C -4.657 -1.850 -3.465  -0.352
25 O -4.957 -2.595 -4.332  -0.670
26 F -5.330 -0.677 -3.381  -0.286
27 C -4.826 -3.669 -0.946  0.170
28 O -5.477 -3.790 0.114  -0.773
29 O -4.694 -4.457 -1.901  -0.734
30 C 0.425 -2.653 -2.251  0.040
31 C 1.635 -3.507 -2.557  -1.168
32 O -0.241 -2.222 -3.150  -0.453
33 H 2.923 -0.789 -0.644  0.507
34 H 1.467 -0.405 -1.594  -1.080
35 H 1.643 0.147 0.073  -0.247
36 H 1.984 -2.722 -0.002  -0.975
37 H 0.834 -1.807 0.940  0.940
38 H -0.066 -4.557 -0.738  0.705
39 H -0.350 -3.647 0.740  0.574
40 H -2.173 -3.953 -1.655  0.639
41 H -2.441 -4.629 -0.078  0.303
42 H -2.427 -3.353 1.673  0.231
43 H -3.900 -2.444 1.543  0.844
44 H -1.570 -1.665 2.765  0.480
45 H -1.229 -1.069 1.153  -1.063
46 H -3.209 -0.130 3.239  -0.441
47 H -3.569 0.246 1.537  -0.322
48 H -1.996 1.863 3.106  0.442
49 H -0.800 0.770 2.436  0.385
50 H -2.745 2.027 0.485  0.495
51 H -1.413 2.964 1.111  0.464
52 H -1.015 0.213 -0.175  -0.919
53 H 0.238 1.334 0.326  0.644
54 H -1.817 1.800 -1.878  0.546
55 H -0.519 2.924 -1.452  0.652
56 H 3.446 4.207 -1.456  0.526
57 H -4.994 -1.265 0.610  0.278
58 H -5.846 -1.318 -0.902  0.732
59 H -3.333 0.143 -0.604  -0.404
60 H -4.785 0.837 -0.287  0.471
61 H -2.938 -1.129 -2.466  0.010
62 H -2.980 -2.840 -2.874  0.561
63 H 2.416 -2.894 -3.002  -0.124
64 H 2.042 -4.001 -1.674  0.319
65 H 1.312 -4.286 -3.246  0.509
66 C -6.189 0.123 4.920  0.306
67 Cl -6.019 0.439 3.199  -0.045
68 Cl -7.500 -1.043 5.156  -0.114
69 Cl -4.681 -0.541 5.557  -0.105
70 Cl -6.572 1.622 5.778  -0.075
71 C 5.278 -1.217 -3.187  0.126
72 Cl 4.996 -2.271 -1.797  -0.003
73 Cl 4.839 -2.073 -4.667  -0.111
74 Cl 4.288 0.234 -3.032  0.129
75 Cl 6.989 -0.772 -3.246  -0.146
76 C 5.552 -3.550 2.010  0.266
77 Cl 3.947 -3.695 1.286  -0.067
78 Cl 5.795 -4.817 3.213  -0.109
79 Cl 6.768 -3.662 0.740  -0.100
80 Cl 5.663 -1.956 2.765  -0.030
81 C -9.144 -3.762 -4.742  0.338
82 Cl -9.776 -3.081 -6.260  -0.138
83 Cl -7.442 -3.404 -4.586  0.079
84 Cl -10.044 -3.058 -3.388  -0.133
85 Cl -9.414 -5.516 -4.757  -0.127
86 C -0.435 0.252 -6.680  0.416
87 Cl -0.489 -1.431 -6.167  -0.067
88 Cl -1.978 1.025 -6.300  -0.112
89 Cl 0.865 1.072 -5.826  -0.092
90 Cl -0.152 0.352 -8.435  -0.142
91 C -4.825 -5.157 5.172  0.263
92 Cl -5.525 -6.514 4.295  -0.098
93 Cl -4.480 -5.644 6.842  -0.116
94 Cl -3.325 -4.655 4.387  -0.068
95 Cl -5.952 -3.802 5.179  -0.016
96 C 5.054 2.465 2.672  0.278
97 Cl 3.379 2.099 2.263  -0.030
98 Cl 5.117 3.882 3.722  -0.111
99 Cl 5.772 1.080 3.499  -0.090
100 Cl 5.961 2.793 1.190  -0.041
101 C 7.600 6.902 -0.540  0.137
102 Cl 7.305 7.029 -2.277  -0.065
103 Cl 6.919 5.388 0.064  0.012
104 Cl 9.338 6.931 -0.206  0.008
105 Cl 6.831 8.263 0.282  -0.109
106 C 11.054 5.659 -3.629  0.280
107 Cl 9.760 4.813 -2.781  -0.041
108 Cl 11.035 5.202 -5.335  -0.099
109 Cl 10.834 7.406 -3.493  -0.086
110 Cl 12.604 5.217 -2.910  -0.050
111 C -5.656 1.602 9.956  0.257
112 Cl -7.376 1.931 10.192  -0.085
113 Cl -4.900 2.979 9.153  -0.041
114 Cl -4.888 1.348 11.531  -0.102
115 Cl -5.465 0.162 8.964  -0.034
116 C -5.560 6.575 11.450  0.345
117 Cl -5.626 4.846 11.773  -0.028
118 Cl -7.169 7.279 11.644  -0.104
119 Cl -4.440 7.350 12.575  -0.104
120 Cl -5.002 6.840 9.793  -0.107
121 C 14.426 6.309 0.503  0.298
122 Cl 15.220 4.750 0.265  -0.094
123 Cl 15.031 7.060 1.983  -0.107
124 Cl 14.773 7.361 -0.871  -0.084
125 Cl 12.684 6.062 0.638  -0.026
126 C -0.243 -4.343 -9.834  0.286
127 Cl -0.392 -4.214 -11.596  -0.123
128 Cl -1.484 -5.438 -9.223  -0.098
129 Cl 1.356 -4.985 -9.435  -0.115
130 Cl -0.438 -2.755 -9.101  0.009

In order of appearance, energy relative to the best compared isomer or geometry (same formula, charge and spin) = 0.627 1.015 eV.
In order of appearance, lowest unoccupied orbital energy = -0.5 0.9 eV.